# 1
ORCA calculation (ωB97M-V/def2-TZVPD) on C19H12F3N2O4S3Y as an isolated structure at a distorted geometry.

```
44
C19H12F3N2O4S3Y | OMol25 | ωB97M-V/def2-TZVPD
Y -0.5150 -0.2695 0.5078
S 4.3885 -1.2714 0.7760
C 4.2531 0.4646 0.5565
C 5.3205 1.2708 0.1299
C 5.0242 2.5661 -0.2126
C 3.7180 3.0932 -0.0222
C 2.6928 2.3055 0.4517
C 2.9373 0.9034 0.6542
N 1.9864 -0.1467 0.8000
C 2.6215 -1.3320 0.8580
C 1.8453 -2.5789 0.8398
C 2.4572 -3.7963 0.4346
C 1.7031 -4.9568 0.4532
C 0.3761 -4.9179 0.7855
C -0.2385 -3.7384 1.1987
C 0.4728 -2.5414 1.1294
H 6.2863 0.8750 0.0399
H 5.8286 3.2220 -0.5790
H 3.5308 4.1406 -0.3195
H 1.6960 2.6983 0.6413
H 3.5142 -3.8239 0.0804
H 2.1143 -5.9482 0.1159
H -0.2450 -5.7978 0.7999
H -1.2816 -3.7414 1.5191
O -2.1071 0.8608 1.3833
N -3.3913 0.8519 0.9792
C -4.0038 2.0820 1.1009
C -5.3373 2.1518 0.7250
C -6.0095 1.0761 0.1870
C -5.2923 -0.1023 0.0188
C -3.9761 -0.2400 0.4425
S -2.9806 -1.6516 0.2320
H -3.3400 2.8380 1.5247
H -5.8275 3.1168 0.8730
H -7.1318 1.0859 -0.0371
H -5.7045 -0.9501 -0.5485
F -1.4923 1.8367 -4.0591
C -1.2856 1.9814 -2.7812
F -2.4388 1.6416 -2.0767
F -1.1141 3.3140 -2.4454
S 0.0644 1.0136 -1.9816
O -0.4646 -0.3571 -1.7656
O 1.2393 1.1361 -2.7861
O 0.1067 1.6356 -0.6235
```

Summary:
Strongest force on any atom ... 3.5 eV Å⁻¹
E_LUMO ... -0.1589 eV
HOMO energy ... -7.976 eV

=====

# 2
ORCA calculation (ωB97M-V/def2-TZVPD) on C32H88N8O8 as an isolated structure at a distorted geometry.

```
136
C32H88N8O8 | OMol25 | ωB97M-V/def2-TZVPD
C -1.5280 1.0140 -3.6879
C -0.2762 1.9093 -3.5593
C 0.7612 1.7984 -4.6224
O 1.3166 0.4460 -4.6417
C 2.4420 0.2837 -5.4652
N -0.7873 3.2498 -3.5249
H -2.0404 1.2505 -4.6204
H -2.1650 1.2120 -2.8259
H -1.1763 -0.0107 -3.5678
H 0.1179 1.8130 -2.5476
H 1.4990 2.5962 -4.5376
H 0.3194 1.8808 -5.6155
H 2.3639 0.8761 -6.3768
H 2.5322 -0.7058 -5.9133
H 3.2473 0.6058 -4.8050
H -1.1679 3.5107 -4.4234
H -1.5807 3.2685 -2.9002
C 1.4188 -4.6859 0.4189
C 0.3302 -5.3126 1.3742
C -0.9700 -4.7835 1.0521
O -1.0718 -3.3791 1.0538
C -2.1076 -2.9133 0.1907
N 0.3875 -6.7131 1.3653
H 1.1259 -4.8796 -0.6130
H 2.4616 -4.9423 0.6054
H 1.2715 -3.6313 0.6519
H 0.3485 -5.0651 2.4355
H -1.7160 -5.1756 1.7433
H -1.4243 -5.1593 0.1353
H -2.9924 -3.5304 0.3464
H -1.8431 -2.8804 -0.8662
H -2.1340 -1.8637 0.4837
H 0.2033 -7.1822 0.4900
H 1.3075 -7.0186 1.6485
C 2.2024 0.4738 3.8941
C 0.9953 -0.3758 4.2788
C 0.8924 -1.8233 3.7329
O -0.4396 -2.2855 4.0518
C -0.6280 -3.6675 3.7430
N 0.7001 -0.3445 5.7036
H 2.3838 0.4191 2.8207
H 3.1669 0.1218 4.2601
H 2.1385 1.5488 4.0624
H 0.1270 0.0714 3.7950
H 1.6750 -2.4424 4.1716
H 1.1022 -1.8443 2.6635
H -0.2064 -4.0297 2.8054
H -1.6857 -3.9181 3.8245
H -0.1532 -4.3285 4.4681
H 1.5082 -0.6989 6.1950
H -0.0952 -0.9620 5.7827
C 2.1358 2.8787 -2.3564
C 2.8452 1.4900 -2.5372
C 3.9131 1.2311 -1.5177
O 4.8674 0.4247 -2.0660
C 5.9030 0.2081 -1.0445
N 1.8001 0.5229 -2.4852
H 1.1810 2.9138 -2.8811
H 2.8079 3.6122 -2.8018
H 1.9498 3.0811 -1.3016
H 3.3470 1.3059 -3.4872
H 3.4475 0.8158 -0.6239
H 4.3830 2.1988 -1.3419
H 5.4281 -0.3035 -0.2073
H 6.2446 1.1942 -0.7300
H 6.6986 -0.2409 -1.6391
H 2.2270 -0.3779 -2.6477
H 1.1105 0.5493 -3.2227
C -3.2276 1.0106 2.6679
C -2.8087 1.7772 3.8731
C -1.8635 1.0477 4.8217
O -1.8388 1.6405 6.1269
C -0.9602 1.0080 7.0783
N -2.2408 3.0344 3.4914
H -2.5036 0.8625 1.8666
H -4.0495 1.5832 2.2381
H -3.7343 0.0912 2.9612
H -3.7036 1.9842 4.4599
H -0.9094 1.0890 4.2963
H -2.2115 0.0245 4.9636
H -0.2178 0.4763 6.4832
H -1.4118 0.1962 7.6485
H -0.4844 1.7268 7.7454
H -1.8769 3.4314 4.3458
H -1.3895 2.9528 2.9540
C 0.1582 -0.4296 -1.5920
C -0.0441 0.8840 -0.8354
C -0.2998 0.5997 0.6673
O -1.3118 -0.3492 0.9255
C -1.1020 -0.9563 2.2083
N 1.2129 1.6211 -0.9756
H 0.9156 -1.1674 -1.3273
H 0.3885 -0.3443 -2.6540
H -0.7609 -1.0064 -1.6952
H -0.8083 1.4823 -1.3315
H -0.7152 1.4871 1.1449
H 0.6329 0.2600 1.1175
H -0.2159 -1.5911 2.2094
H -1.9779 -1.5380 2.4953
H -0.9126 -0.0969 2.8514
H 1.3579 1.8704 -1.9436
H 1.9435 0.9595 -0.7551
C -1.7950 3.0218 -0.0260
C -2.1014 4.3971 0.4420
C -2.7779 4.4377 1.7490
O -3.1483 5.7967 2.1315
C -3.6837 5.9929 3.4615
N -0.9671 5.2535 0.6242
H -1.3858 3.0041 -1.0362
H -2.6537 2.3574 0.0706
H -1.0661 2.6333 0.6852
H -2.7195 4.9260 -0.2834
H -2.1026 4.0023 2.4855
H -3.6769 3.8225 1.7119
H -4.5975 5.4076 3.5634
H -3.8819 7.0296 3.7337
H -3.0501 5.5716 4.2421
H -1.5084 5.9602 1.1014
H -0.6320 5.5352 -0.2860
C -0.7329 -2.4769 -3.2138
C 0.5799 -3.0858 -3.6225
C 0.9371 -2.8568 -5.0779
O 0.1127 -3.7567 -5.8538
C 0.1087 -3.4868 -7.2309
N 1.6330 -2.4548 -2.7998
H -0.7972 -2.5511 -2.1282
H -1.6570 -2.8002 -3.6930
H -0.7109 -1.4159 -3.4627
H 0.6223 -4.1613 -3.4508
H 1.9562 -3.1713 -5.3029
H 0.9513 -1.8292 -5.4414
H -0.3848 -2.5621 -7.5301
H -0.4275 -4.2644 -7.7751
H 1.1204 -3.4216 -7.6314
H 1.7718 -1.4800 -3.0244
H 1.1886 -2.2967 -1.9067
```

Summary:
Strongest force on any atom ... 10.4 eV Å⁻¹
E_LUMO ... 0.4735 eV
HOMO energy ... -6.547 eV

=====

# 3
ORCA calculation (ωB97M-V/def2-TZVPD) on one molecule with the formula C5H2O2 at a distorted geometry.

```
9
C5H2O2 | OMol25 | ωB97M-V/def2-TZVPD
C 0.6994 0.3373 -0.2058
C 2.0368 0.0628 0.0995
C 2.6379 -0.8826 0.8318
C 1.7094 -1.8297 1.7547
C 0.0587 -0.6309 0.5618
O 3.4032 0.1730 0.0387
O 0.4828 -1.5721 1.3196
H 0.3609 1.1001 -0.9826
H -1.0620 -0.7721 0.6158
```

Summary:
Strongest force on any atom ... 5.9 eV Å⁻¹
E_LUMO ... 0.0442 eV
HOMO energy ... -8.802 eV

=====

# 4
ORCA calculation (ωB97M-V/def2-TZVPD) on C52H50As2ClNO3PRuS as an isolated structure at a distorted geometry.

```
112
C52H50As2ClNO3PRuS | OMol25 | ωB97M-V/def2-TZVPD
Ru 0.4204 -1.1745 0.3199
C 4.1210 -2.1731 -1.9621
C 4.2092 -2.3612 -0.4494
C 4.2097 -1.0013 0.2455
C 3.0360 -3.2518 0.0362
C 3.4583 -4.6172 0.6289
O 2.9803 -4.5860 1.9652
C 2.3453 -3.4071 2.1469
N 2.2906 -2.6340 1.1276
C 1.8780 -3.1507 3.5007
C 2.2801 -4.0675 4.4795
C 1.9214 -3.9087 5.8003
C 1.1636 -2.8092 6.1791
C 0.7562 -1.9067 5.2177
C 1.1018 -2.0511 3.8789
P 0.3355 -0.8228 2.7340
C 0.9162 0.6904 3.5706
C 2.1169 1.1400 3.0227
C 2.7557 2.2608 3.5146
C 2.1901 2.9658 4.5660
C 0.9932 2.5351 5.1113
C 0.3562 1.4035 4.6241
C -1.3770 -1.3514 3.0842
C -1.6831 -2.4917 2.3372
C -2.9469 -3.0426 2.3621
C -3.9308 -2.4517 3.1399
C -3.6370 -1.3260 3.8875
C -2.3656 -0.7738 3.8659
H 4.9914 -1.6307 -2.3228
H 3.2285 -1.6053 -2.2147
H 4.0732 -3.1330 -2.4676
H 5.1511 -2.8727 -0.2158
H 3.2091 -0.5636 0.2060
H 4.8978 -0.3228 -0.2505
H 4.4959 -1.0942 1.2894
H 2.3449 -3.3935 -0.8049
H 4.5442 -4.7513 0.6633
H 2.9992 -5.4653 0.1121
H 2.8892 -4.9051 4.1748
H 2.2311 -4.6406 6.5308
H 0.9010 -2.6487 7.2151
H 0.1612 -1.0525 5.5051
H 2.5389 0.5837 2.1921
H 3.6927 2.5794 3.0802
H 2.6737 3.8476 4.9604
H 0.5490 3.0815 5.9310
H -0.5768 1.1065 5.0753
H -0.8941 -2.9399 1.7205
H -3.1693 -3.9101 1.7573
H -4.9324 -2.8538 3.1474
H -4.4130 -0.8499 4.4702
H -2.1853 0.1275 4.4285
C -3.2841 -1.9739 -1.2520
C -4.0371 -0.8936 -1.1491
As -1.7671 2.1679 -1.1956
C -0.2267 3.3447 -1.3782
C 0.2027 3.9910 -2.5347
C 1.3976 4.6856 -2.5574
C 2.1966 4.7513 -1.4285
C 1.7888 4.1080 -0.2706
C 0.5983 3.4116 -0.2482
C -3.2865 3.0058 -2.0783
C -3.3802 3.6337 -3.3169
C -4.6048 4.0650 -3.7969
C -5.7583 3.8889 -3.0523
C -5.6824 3.2698 -1.8154
C -4.4654 2.8289 -1.3433
As -0.6122 -0.8093 -2.1592
C -1.1974 -1.2168 -3.9996
C -1.3233 -2.5128 -4.4788
C -1.8134 -2.7408 -5.7534
C -2.1843 -1.6711 -6.5511
C -2.0304 -0.3719 -6.0898
C -1.5502 -0.1450 -4.8129
C 1.0836 0.0847 -2.5998
C 1.7184 0.7387 -1.5459
C 2.8981 1.4323 -1.7503
C 3.4546 1.4812 -3.0171
C 2.8409 0.8165 -4.0663
C 1.6622 0.1201 -3.8622
H -3.2083 -2.5426 -2.1735
H -2.7531 -2.3619 -0.3894
H -4.1138 -0.3528 -0.2214
H -4.5929 -0.5055 -1.9880
H -0.3989 3.9373 -3.4314
H 1.7154 5.1724 -3.4672
H 3.1335 5.2907 -1.4504
H 2.4098 4.1388 0.6140
H 0.2942 2.8962 0.6581
H -2.4980 3.7745 -3.9266
H -4.6700 4.5369 -4.7666
H -6.7116 4.2318 -3.4271
H -6.5752 3.1280 -1.2254
H -4.4000 2.3344 -0.3794
H -1.0211 -3.3432 -3.8498
H -1.8980 -3.7562 -6.1175
H -2.5937 -1.8416 -7.5358
H -2.2829 0.4619 -6.7293
H -1.4332 0.8684 -4.4326
H 1.2441 0.7527 -0.5463
H 3.3652 1.9501 -0.9263
H 4.3670 2.0325 -3.1921
H 3.2780 0.8467 -5.0537
H 1.1787 -0.3954 -4.6852
Cl -3.2429 2.5801 3.6112
C -1.9128 2.5032 2.4559
C -1.9451 1.1877 1.6441
O -3.0082 0.6799 1.3583
O -0.7771 0.7929 1.3138
H -0.9750 2.6097 2.9978
H -2.0384 3.3326 1.7538
S 0.1260 -2.7649 -1.5079
```

Summary:
Multiplicity ... 2
Strongest force on any atom ... 2.6 eV Å⁻¹
E_LUMO (alpha / beta) ... -2.0526 / -1.9085 eV
HOMO energy (alpha / beta) ... -6.446 / -6.227 eV

=====

# 5
ORCA calculation (ωB97M-V/def2-TZVPD) on CrH12O6 as an isolated structure at a distorted geometry.

```
19
CrH12O6 | OMol25 | ωB97M-V/def2-TZVPD
Cr 0.1621 -0.0588 -0.1880
O 1.9351 0.4782 -1.0260
H 2.6411 -0.1368 -1.1500
H 2.3301 1.3582 -0.7590
O 0.0711 -1.3568 -1.7810
H -0.8279 -1.6408 -1.9620
H 0.4671 -2.2088 -1.8410
O -1.5409 -0.4098 1.3170
H -2.5119 -0.3938 1.3020
H -1.2649 0.1342 2.0510
O 0.4201 1.5802 0.8470
H 0.9361 1.7492 1.6690
H -0.0759 2.3532 0.7080
O -1.5689 0.9552 -1.1540
H -2.0109 1.8042 -0.9880
H -2.3139 0.3502 -1.2340
O 0.9601 -1.5558 0.9860
H 1.7271 -1.1208 1.4230
H 0.4651 -1.8798 1.7800
```

Summary:
Net charge ... +2
Multiplicity ... 5
Strongest force on any atom ... 2.9 eV Å⁻¹
E_LUMO (alpha / beta) ... -7.4621 / -7.4704 eV
HOMO energy (alpha / beta) ... -16.174 / -20.241 eV

=====

- The lowest strongest force on any atom belongs to which entry?
  C52H50As2ClNO3PRuS

=====

- Look up the strongest force on any atom of the fifth one.
  2.9 eV Å⁻¹

=====

- Among the records above, which one has the highest strongest force on any atom?
  C32H88N8O8

=====

- What is the formula in the third record?
  C5H2O2